Entry 1:
ORCA calculation (the ωB97M-V functional and the def2-TZVPD basis) on a molecular structure, C28H37BN8O4PPtS2.

Structure (ORCA input):
```
! wB97M-V def2-TZVPD RIJCOSX def2/J DEFGRID3
* xyz 1 3
Pt -0.0312 0.4364 1.9364
C 4.2887 -1.2002 1.9094
N 3.9085 0.0019 1.1769
C 4.4658 0.3968 -0.0190
C 3.8887 1.5760 -0.3368
N 2.9934 1.9064 0.6545
B 2.2446 3.3063 0.7084
N 0.9210 3.2604 -0.1490
C 0.8684 3.5361 -1.5002
C -0.4257 3.5669 -1.8799
N -1.1689 3.2934 -0.7491
C -2.6233 3.2484 -0.6856
C -0.3342 3.1083 0.2957
S -0.8630 2.6994 1.8935
C 3.0039 0.9278 1.5786
S 2.0970 0.8366 3.0549
H 5.2045 -1.5862 1.4705
H 3.5099 -1.9540 1.8388
H 4.4605 -0.9626 2.9547
H 5.2328 -0.1766 -0.5109
H 4.0650 2.2300 -1.1735
H 1.9827 3.5670 1.8448
H 2.9796 4.0998 0.1649
H 1.7593 3.7065 -2.0801
H -0.8826 3.7759 -2.8313
H -3.0056 3.1013 -1.6929
H -3.0217 4.1749 -0.2775
H -2.9304 2.4241 -0.0487
C -3.9900 0.1414 4.1766
O -2.9122 0.2612 3.2235
P -1.4814 -0.3638 3.5017
O -1.7465 -1.9305 3.6277
C -2.2610 -2.6248 2.4820
O -1.1453 -0.1054 5.0306
C -0.4958 1.1032 5.4786
H -4.2687 -0.9040 4.3058
H -4.8235 0.7002 3.7665
H -3.6990 0.5622 5.1364
H -1.8117 -3.6140 2.4692
H -2.0184 -2.1040 1.5528
H -3.3421 -2.7139 2.5706
H 0.3478 0.8108 6.0959
H -1.2079 1.6716 6.0717
H -0.1495 1.7076 4.6403
N 0.4586 -4.9024 -2.0550
C 0.6337 -4.4720 -1.0040
C 0.8229 -3.8760 0.2982
C 1.0963 -4.6290 1.4324
C 1.2438 -3.9665 2.6375
C 1.0985 -2.5889 2.6683
N 0.8235 -1.8643 1.5786
C 0.6984 -2.4976 0.4167
H 1.1892 -5.7057 1.3666
H 1.4588 -4.5079 3.5487
H 1.2083 -2.0300 3.5905
H 0.4984 -1.8855 -0.4487
C -1.9050 -1.4099 -4.3865
N -1.9127 -0.5182 -3.2270
N -0.6999 -0.2327 -2.6117
C -0.9110 -0.0171 -1.2655
O 0.0085 0.2968 -0.4887
C -2.3006 -0.2645 -1.0421
C -2.8507 -0.5973 -2.2454
C -4.2335 -1.0510 -2.5624
C 0.4082 0.2578 -3.3613
C 1.6934 -0.0374 -2.9349
C 2.7740 0.4914 -3.6271
C 2.5747 1.2843 -4.7496
C 1.2810 1.5613 -5.1757
C 0.1946 1.0602 -4.4742
H -1.0363 -1.1922 -4.9993
H -2.7983 -1.2224 -4.9760
H -1.8715 -2.4578 -4.0824
H -2.8010 -0.1797 -0.0896
H -4.8636 -0.9514 -1.6819
H -4.2433 -2.0977 -2.8733
H -4.6645 -0.4585 -3.3699
H 1.8441 -0.6537 -2.0583
H 3.7797 0.2655 -3.2932
H 3.4224 1.6779 -5.2961
H 1.1150 2.1783 -6.0500
H -0.8171 1.2946 -4.7853
*
```

As for the expectation value of S²: 2.01. Its total energy is -84627.7673 eV. The HOMO energy (spin up / spin down) is -9.20 / -10.45 eV.



Entry 2:
ORCA calculation (the ωB97M-V functional and the def2-TZVPD basis) on a single C2H6N2O2S molecule at a distorted geometry.

Structure (ORCA input):
```
! wB97M-V def2-TZVPD RIJCOSX def2/J DEFGRID3
* xyz 0 1
C -0.7350 0.7669 -0.0643
C 0.5234 0.0227 -0.5667
N 0.8797 -0.8298 0.5005
N 2.0668 -0.7831 0.7864
S 2.4015 -1.7266 2.1918
O 2.3255 -0.8437 3.3239
O 3.4195 -2.6916 2.0000
H -1.1341 0.0178 0.5182
H -0.4114 1.6841 0.5975
H -1.3387 1.1020 -1.0312
H 1.2141 0.8789 -0.9183
H 0.2930 -0.8223 -1.4276
H 1.2608 -2.5751 2.1615
*
```

Its total energy is -20077.9796 eV. The HOMO energy is -10.44 eV.



Entry 3:
ORCA calculation (the ωB97M-V functional and the def2-TZVPD basis) on 9 unconnected molecules or ions with the total composition C32H96N8O12P at a distorted geometry.

Structure (ORCA input):
```
! wB97M-V def2-TZVPD RIJCOSX def2/J DEFGRID3
* xyz 5 1
P -0.5184 16.4313 -20.2580
O -1.3184 15.7498 -21.3840
O 0.2475 15.2745 -19.5374
O -1.3928 17.2422 -19.2312
O 0.4194 17.3828 -20.9697
C -7.5628 14.9415 -22.5819
C -6.1708 15.5627 -22.8339
C -5.8905 16.3029 -24.1190
O -6.8192 17.3369 -24.1077
C -6.7414 18.3279 -25.0846
N -5.6818 16.4376 -21.6201
H -5.9890 17.3917 -21.7447
H -5.9919 16.1569 -20.7008
H -4.6752 16.3776 -21.6766
H -7.6716 14.1087 -23.2767
H -8.4490 15.5583 -22.7316
H -7.4883 14.5454 -21.5692
H -5.3446 14.8653 -22.9721
H -6.1911 15.6317 -24.9235
H -4.8644 16.6292 -24.2889
H -7.6895 18.8516 -25.2068
H -6.3849 18.0017 -26.0617
H -6.0268 19.0732 -24.7356
C 2.0603 18.2723 -15.7266
C 3.0047 17.1149 -15.2213
C 3.3619 17.1581 -13.7352
O 4.0915 15.9832 -13.2815
C 4.3936 15.9677 -11.8838
N 2.2324 15.8189 -15.4275
H 1.4754 15.6393 -14.7836
H 1.8873 15.7167 -16.3712
H 2.7959 14.9835 -15.3585
H 1.8705 18.0521 -16.7771
H 2.4996 19.2603 -15.5892
H 1.0981 18.2805 -15.2144
H 3.8772 16.9080 -15.8410
H 2.4602 17.1158 -13.1243
H 3.9427 18.0773 -13.6590
H 3.6043 15.7597 -11.1613
H 4.7801 16.9501 -11.6128
H 5.3242 15.4055 -11.8064
C -0.3568 11.7000 -24.7584
C 0.0213 10.9293 -23.4767
C 0.5427 9.5094 -23.7366
O 0.6853 8.9177 -22.4489
C 0.3662 7.6181 -22.2499
N 0.9214 11.8435 -22.6659
H 0.3275 12.6019 -22.3623
H 1.2144 11.4397 -21.7878
H 1.6710 12.2175 -23.2301
H 0.5144 11.8470 -25.3968
H -1.0716 12.5094 -24.6096
H -0.9763 11.2019 -25.5042
H -0.9420 10.7497 -22.9992
H 1.4868 9.4254 -24.2749
H -0.1596 9.0111 -24.4048
H 0.6717 7.2540 -21.2690
H 0.9578 7.0950 -23.0012
H -0.7121 7.5196 -22.3754
C 0.5638 18.8186 -27.2040
C -0.4725 17.6563 -26.9508
C -0.7936 16.6872 -28.1000
O -1.7945 15.8098 -27.6409
C -2.3992 14.8870 -28.5987
N -0.0693 17.0361 -25.5689
H 0.2213 17.6399 -24.8133
H -0.7850 16.5114 -25.0866
H 0.7946 16.5861 -25.8359
H 0.4654 19.4810 -26.3440
H 0.3119 19.3272 -28.1346
H 1.6387 18.6826 -27.3231
H -1.3820 18.2253 -26.7577
H 0.0848 16.0729 -28.2980
H -1.0558 17.1262 -29.0626
H -2.7655 15.6279 -29.3094
H -3.1978 14.3013 -28.1435
H -1.6594 14.2488 -29.0818
C -0.5071 10.2284 -17.5218
C -1.9886 10.6048 -17.4233
C -2.7382 9.8504 -16.4112
O -2.8671 8.4257 -16.7208
C -3.9381 7.8402 -15.9694
N -2.3611 12.0686 -17.4526
H -2.3811 12.4410 -16.5140
H -1.7207 12.6302 -17.9953
H -3.3034 12.2825 -17.7466
H -0.2445 9.1900 -17.3200
H 0.0027 10.9225 -16.8535
H -0.0612 10.3946 -18.5024
H -2.3228 10.3121 -18.4186
H -3.7394 10.2804 -16.4415
H -2.5148 10.0337 -15.3602
H -4.1031 8.2875 -14.9892
H -3.7325 6.8229 -15.6364
H -4.8788 7.8930 -16.5174
C -0.1217 22.4698 -20.6512
C -1.6202 22.6808 -20.5266
C -2.0628 23.7652 -21.5159
O -1.8056 23.4543 -22.8341
C -2.3487 24.4920 -23.6117
N -2.2550 21.3530 -20.8067
H -2.0065 20.5754 -20.2119
H -3.2563 21.4465 -20.7136
H -1.9955 21.2049 -21.7715
H 0.3383 23.4494 -20.5212
H 0.1389 22.0560 -21.6253
H 0.3126 21.8146 -19.8961
H -1.9424 22.8340 -19.4966
H -1.7405 24.7635 -21.2200
H -3.1416 23.7656 -21.3603
H -1.9225 24.3415 -24.6036
H -2.3233 25.5526 -23.3619
H -3.4173 24.3157 -23.7351
C -4.0820 20.7757 -14.2418
C -4.5704 19.4006 -13.7915
C -6.0571 19.2900 -13.3176
O -6.2529 20.2787 -12.2793
C -7.3789 20.1719 -11.4945
N -4.3446 18.3488 -14.9594
H -4.1689 17.4401 -14.5550
H -5.2476 18.2485 -15.4006
H -3.6000 18.4358 -15.6362
H -4.5987 21.0709 -15.1550
H -3.0205 20.9306 -14.4350
H -4.2981 21.3889 -13.3670
H -3.9286 18.9611 -13.0280
H -6.3311 18.3850 -12.7752
H -6.8151 19.5038 -14.0711
H -7.5171 21.0595 -10.8772
H -7.2161 19.3093 -10.8483
H -8.3245 20.0955 -12.0312
C 4.8784 19.5645 -23.4880
C 5.5024 19.0312 -22.1579
C 5.4352 20.1496 -21.0258
O 5.5450 19.4697 -19.7556
C 5.9158 20.4776 -18.7096
N 4.5606 17.8209 -21.8587
H 4.9551 17.0416 -21.3516
H 3.6810 18.0274 -21.4073
H 4.3194 17.3404 -22.7137
H 3.9138 20.0619 -23.3862
H 4.7735 18.7599 -24.2158
H 5.5100 20.3298 -23.9390
H 6.4761 18.5948 -22.3806
H 4.5657 20.8066 -21.0466
H 6.2604 20.8570 -21.1072
H 6.1992 19.8281 -17.8814
H 4.9682 20.9738 -18.4998
H 6.7155 21.1798 -18.9449
*
```

Its total energy is -80463.2747 eV. The HOMO energy is -12.85 eV.



Entry 4:
ORCA calculation (the ωB97M-V functional and the def2-TZVPD basis) on a single C3H5N3OS molecule.

Structure (ORCA input):
```
! wB97M-V def2-TZVPD RIJCOSX def2/J DEFGRID3
* xyz 0 1
N 2.9383 0.2918 -2.0036
N 1.8393 0.1452 -1.2388
C 0.8222 -0.4575 -1.7056
C -0.3980 -0.5667 -0.8797
O -1.3820 -1.1508 -1.2566
N -0.3216 0.0588 0.3661
C -1.3386 0.0610 1.2614
S -1.2866 0.7699 2.7214
H 3.7522 0.4739 -1.4551
H 3.0573 -0.3696 -2.7602
H 0.7633 -0.9293 -2.6831
H 0.5591 0.5305 0.6062
H -2.1953 -0.5082 0.8788
*
```

Its total energy is -20544.2691 eV. The HOMO energy is -8.68 eV.



Entry 5:
ORCA calculation (the ωB97M-V functional and the def2-TZVPD basis) on a molecular structure, C36H30CoGeN6O4 at a distorted geometry.

Structure (ORCA input):
```
! wB97M-V def2-TZVPD RIJCOSX def2/J DEFGRID3
* xyz -2 4
Co 0.4655 0.0414 -0.0077
O 2.8995 -5.9017 -2.2515
C 2.5699 -5.7363 -1.0605
O 2.4950 -6.5540 -0.1224
C 2.1756 -4.2781 -0.6901
C 1.8935 -3.9322 0.6116
C 1.5153 -2.6180 0.9433
N 1.3823 -1.6858 -0.0281
C 1.6965 -2.0171 -1.3023
C 2.0953 -3.2859 -1.6659
C 1.6258 -0.9000 -2.2531
C 1.5763 -1.0447 -3.6351
C 1.5762 0.0842 -4.4306
C 1.6796 1.3347 -3.8284
C 1.6912 1.3975 -2.4506
N 1.6038 0.3181 -1.6699
C 1.3198 -2.2006 2.3159
C 1.9963 -2.8129 3.3707
C 2.0778 -2.2399 4.6194
C 1.5203 -0.9429 4.7847
C 0.8034 -0.3914 3.7733
N 0.5596 -1.0475 2.5969
H 1.9525 -4.7091 1.3604
H 2.3482 -3.5398 -2.6866
H 1.5006 -2.0322 -4.0704
H 1.4944 -0.0007 -5.5064
H 1.7187 2.2426 -4.4131
H 1.7462 2.3483 -1.9355
H 2.5326 -3.7289 3.1624
H 2.6160 -2.7258 5.4212
H 1.6704 -0.3877 5.7005
H 0.3637 0.5942 3.8553
O -3.2965 4.0497 -4.2336
C -2.5439 4.4911 -3.3390
O -2.2296 5.6676 -3.0667
C -1.9307 3.4063 -2.4111
C -1.0573 3.7318 -1.4066
C -0.4634 2.7235 -0.6170
N -0.7831 1.4085 -0.8147
C -1.5992 1.0853 -1.8442
C -2.1950 2.0439 -2.6366
C -1.7753 -0.3586 -2.1045
C -2.3243 -0.8525 -3.2908
C -2.3819 -2.2173 -3.4934
C -1.9177 -3.0702 -2.4980
C -1.4137 -2.4998 -1.3446
N -1.3215 -1.1870 -1.1527
C 0.5766 2.9583 0.3382
C 1.0691 4.2416 0.6811
C 2.1410 4.3645 1.5221
C 2.7350 3.1974 2.0605
C 2.1862 1.9778 1.7156
N 1.1507 1.8287 0.8933
H -0.8165 4.7772 -1.2695
H -2.8683 1.7895 -3.4426
H -2.6766 -0.1696 -4.0504
H -2.7812 -2.6205 -4.4160
H -1.9330 -4.1452 -2.6160
H -1.0547 -3.1314 -0.5356
H 0.5946 5.1244 0.2735
H 2.5255 5.3438 1.7821
H 3.5943 3.2463 2.7161
H 2.5943 1.0596 2.1288
C -1.6365 2.3427 2.9265
Ge -1.9237 0.4533 2.3979
C -3.3975 0.4417 1.0894
C -2.6037 -0.4835 4.0341
C -0.4353 -0.6103 1.6652
H -2.6084 2.8253 3.0502
H -1.0917 2.8717 2.1466
H -1.0839 2.4432 3.8629
H -4.3125 0.8483 1.5241
H -3.5952 -0.5752 0.7447
H -3.1268 1.0445 0.2223
H -3.4494 0.0546 4.4697
H -1.8271 -0.5782 4.7947
H -2.9382 -1.4892 3.7700
H -0.9360 -1.5011 1.2665
*
```

As for the expectation value of S²: 3.84. Its total energy is -149095.1234 eV. The HOMO energy (spin up / spin down) is -0.24 / -3.09 eV.



Entry 6:
ORCA calculation (the ωB97M-V functional and the def2-TZVPD basis) on a molecular structure, C26H22F3I2IrN5OS at a distorted geometry.

Structure (ORCA input):
```
! wB97M-V def2-TZVPD RIJCOSX def2/J DEFGRID3
* xyz 2 2
Ir 0.0995 0.6527 -0.0412
F 0.0338 -3.1748 3.8253
C 1.0591 -3.6065 3.0804
F 0.5452 -4.3484 2.0821
F 1.8233 -4.3940 3.8310
C 1.8420 -2.4466 2.5166
C 3.1913 -2.2856 2.7576
C 3.8775 -1.2137 2.1864
C 3.1802 -0.3304 1.3926
N 1.8716 -0.4904 1.1754
C 1.2066 -1.5060 1.7056
S -0.4384 -1.4425 1.1735
H 3.7105 -2.9962 3.3867
H 4.9340 -1.0710 2.3593
H 3.6564 0.5175 0.9200
C 3.6438 0.7198 -2.8011
C 2.5137 0.0499 -2.0844
O 1.9193 0.6941 -1.1859
N 2.2000 -1.1888 -2.4343
C 1.1474 -1.9927 -1.8158
C -0.2187 -1.5899 -2.3016
C -0.8346 -2.3220 -3.2992
C -2.0587 -1.9107 -3.8066
C -2.6164 -0.7508 -3.3035
C -1.9483 -0.0746 -2.3012
N -0.7825 -0.4814 -1.7800
H 4.2102 1.3192 -2.0922
H 3.2264 1.3943 -3.5508
H 4.3045 0.0108 -3.2952
H 2.7431 -1.6074 -3.1735
H 1.2215 -1.9115 -0.7374
H 1.3389 -3.0302 -2.0783
H -0.3532 -3.2151 -3.6741
H -2.5554 -2.4812 -4.5797
H -3.5597 -0.3655 -3.6634
H -2.3772 0.8288 -1.8924
C -5.5264 0.3981 -0.5792
C -4.7799 -0.6785 -0.1213
C -3.5012 -0.4882 0.3840
C -2.9963 0.8000 0.4356
C -3.7395 1.8925 0.0056
C -5.0089 1.6846 -0.5116
N -1.6554 1.1000 0.9214
N -1.6301 1.8434 1.9213
C -0.3709 2.3007 2.2708
C -0.2325 3.1688 3.3542
C 1.0113 3.7211 3.5863
C 2.0664 3.4323 2.7206
C 1.9138 2.5660 1.6427
C 0.6901 1.9493 1.4280
H -6.5220 0.2360 -0.9697
H -5.1988 -1.6756 -0.1422
H -2.9438 -1.3323 0.7554
H -3.3295 2.8909 0.0864
H -5.5966 2.5287 -0.8460
H -1.0922 3.4000 3.9687
H 1.1634 4.3943 4.4180
H 3.0287 3.8993 2.8883
H 2.7508 2.3842 0.9796
I -0.1124 3.0292 -1.2348
I -0.1445 2.5957 -3.8628
*
```

As for the expectation value of S²: 0.76. Its total energy is -74831.5739 eV. The HOMO energy (spin up / spin down) is -14.23 / -14.18 eV.



Entry 7:
ORCA calculation (the ωB97M-V functional and the def2-TZVPD basis) on 2 unconnected molecules or ions with the total composition C2HO5S2 at a distorted geometry.

Structure (ORCA input):
```
! wB97M-V def2-TZVPD RIJCOSX def2/J DEFGRID3
* xyz -1 1
C -0.9908 -0.7103 0.1251
C -0.3207 -0.9998 1.2068
O 1.9591 0.0738 0.0069
O 1.7673 -2.3098 -0.3012
O 0.1607 2.3184 1.0590
O -0.1316 -0.6502 -1.0200
O -1.3284 2.1673 -0.9456
S -0.1109 1.7644 -0.2330
S 1.1322 -1.0684 0.0514
H -2.1369 -0.5853 0.0506
*
```

Its total energy is -33995.6415 eV. The HOMO energy is -4.75 eV.



Entry 8:
ORCA calculation (the ωB97M-V functional and the def2-TZVPD basis) on 2 unconnected molecules or ions with the total composition CH4NO at a distorted geometry.

Structure (ORCA input):
```
! wB97M-V def2-TZVPD RIJCOSX def2/J DEFGRID3
* xyz 1 1
C 0.0709 0.1863 2.0374
N -0.1331 -0.1026 -1.8064
O -0.5791 0.4498 -0.8412
H 0.0889 0.7531 2.8609
H 0.4838 -0.7962 2.0556
H 0.4232 0.5286 -2.3923
H -0.3546 -1.0190 -1.9140
*
```

Its total energy is -4623.1250 eV. The HOMO energy (spin up / spin down) is -15.26 / -13.77 eV.



| no. | M (g mol⁻¹) |
| --- | --- |
| 1 | 850.7 |
| 2 | 122.1 |
| 3 | 816.1 |
| 4 | 131.2 |
| 5 | 742.2 |
| 6 | 955.6 |
| 7 | 169.2 |
| 8 | 46.0 |